Run 1
Entry from the OMol25 dataset: 2 unconnected molecules or ions with the total composition H2NP (ωB97M-V with the def2-TZVPD basis set).

Calculated values
Gap between HOMO and LUMO = 7.39 eV
Lowest unoccupied orbital energy = -0.030 Ha

Geometry as ORCA input:
```
! wB97M-V def2-TZVPD RIJCOSX def2/J DEFGRID3
* xyz 0 1
N -0.089 0.963 -0.060
P -1.174 -0.078 -0.003
H 0.604 1.595 0.355
H -0.195 -1.906 0.600
*
```

=====

Run 2
Entry from the OMol25 dataset: H2NP in the gas phase (ωB97M-V with the def2-TZVPD basis set).

Calculated values
Gap between HOMO and LUMO = 9.39 eV
SMILES = [H]/N=P/[H]
Lowest unoccupied orbital energy = -0.008 Ha

Geometry as ORCA input:
```
! wB97M-V def2-TZVPD RIJCOSX def2/J DEFGRID3
* xyz 0 1
H -0.456 -0.494 1.424
N 0.356 -0.015 0.650
P -0.434 -0.050 -0.671
H 0.535 0.559 -1.402
*
```

=====

So which one wins? Going from most stable to least: run 2, run 1.

=====

Run 1
Entry from the OMol25 dataset: a molecular structure, C38H50CaN3O2STe (ωB97M-V with the def2-TZVPD basis set).

Calculated values
Gap between HOMO and LUMO = 5.16 eV
Lowest unoccupied orbital energy = 0.084 Ha

Geometry as ORCA input:
```
! wB97M-V def2-TZVPD RIJCOSX def2/J DEFGRID3
* xyz -1 1
Ca -0.690 -0.875 0.676
C -0.107 -3.102 -2.410
N -0.579 -3.339 -1.054
C -1.991 -3.710 -1.056
C 0.240 -4.359 -0.410
C -0.052 -4.467 1.079
N 0.249 -3.224 1.761
C -0.424 -3.176 3.056
C 1.682 -3.021 1.934
H -0.159 -4.014 -3.031
H 0.927 -2.761 -2.384
H -0.713 -2.324 -2.876
H -2.134 -4.758 -1.372
H -2.531 -3.068 -1.749
H -2.423 -3.566 -0.066
H 1.289 -4.095 -0.563
H 0.081 -5.352 -0.870
H 0.510 -5.315 1.509
H -1.114 -4.674 1.215
H -0.125 -4.017 3.703
H -1.502 -3.196 2.901
H -0.178 -2.238 3.558
H 2.133 -3.808 2.562
H 1.849 -2.051 2.398
H 2.191 -3.016 0.970
Te 0.910 0.666 -1.684
C 1.503 1.528 -3.569
C 1.027 1.068 -4.790
C 1.482 1.621 -5.981
C 2.408 2.653 -5.956
C 2.877 3.131 -4.739
C 2.424 2.570 -3.554
C 2.669 -0.607 -1.804
C 3.533 -0.762 -0.722
C 4.591 -1.661 -0.767
C 4.815 -2.420 -1.906
C 3.968 -2.270 -2.997
C 2.901 -1.387 -2.938
H 0.295 0.269 -4.812
H 1.113 1.244 -6.927
H 2.759 3.090 -6.883
H 3.595 3.941 -4.715
H 2.793 2.936 -2.603
H 3.387 -0.165 0.170
H 5.247 -1.762 0.091
H 5.645 -3.115 -1.948
H 4.136 -2.851 -3.897
H 2.240 -1.292 -3.791
O 0.191 1.917 1.149
S -1.446 1.989 0.953
N -1.596 0.859 -0.325
C -5.107 3.743 -1.758
C -4.648 2.490 -1.060
C -3.524 1.853 -1.394
C -2.992 0.619 -0.694
C -2.982 -0.527 -1.731
C -3.893 0.187 0.488
C -3.558 -0.886 1.266
O -2.488 -1.635 1.228
C -5.111 0.919 0.768
C -6.000 0.514 1.920
C -5.466 1.995 0.034
H -4.548 3.911 -2.678
H -4.966 4.612 -1.109
H -6.171 3.677 -2.000
H -2.868 2.232 -2.174
H -2.254 -0.300 -2.515
H -3.971 -0.633 -2.177
H -2.708 -1.457 -1.232
H -4.286 -1.198 2.025
H -5.450 0.524 2.863
H -6.405 -0.491 1.773
H -6.838 1.206 2.002
H -6.373 2.543 0.275
C 2.452 0.282 3.654
C 1.313 1.196 3.171
C 0.162 1.120 4.181
C 0.788 0.732 1.789
C 1.905 2.608 3.090
C 2.830 2.914 2.090
C 3.409 4.168 1.996
C 3.085 5.160 2.912
C 2.171 4.875 3.911
C 1.588 3.616 3.995
H 2.068 -0.694 3.960
H 2.959 0.731 4.510
H 3.196 0.133 2.866
H -0.257 0.115 4.150
H -0.632 1.813 3.897
H 0.488 1.331 5.206
H 1.691 0.582 1.168
H 3.091 2.164 1.352
H 4.107 4.379 1.193
H 3.531 6.145 2.840
H 1.898 5.640 4.630
H 0.869 3.429 4.782
*
```

=====

Run 2
Entry from the OMol25 dataset: a molecular structure, C38H50CaN3O2STe (ωB97M-V with the def2-TZVPD basis set).

Calculated values
Gap between HOMO and LUMO = 4.64 eV
Lowest unoccupied orbital energy = 0.086 Ha

Geometry as ORCA input:
```
! wB97M-V def2-TZVPD RIJCOSX def2/J DEFGRID3
* xyz -1 1
Ca 0.540 -1.761 0.387
C 0.247 -1.707 3.655
N 0.375 -2.724 2.619
C 1.640 -3.421 2.815
C -0.764 -3.632 2.664
C -0.876 -4.542 1.438
N -0.999 -3.782 0.201
C -2.382 -3.431 -0.074
C -0.467 -4.541 -0.923
H 0.374 -2.132 4.662
H -0.729 -1.227 3.603
H 0.989 -0.922 3.488
H 1.632 -4.025 3.738
H 2.433 -2.676 2.886
H 1.867 -4.049 1.957
H -1.672 -3.022 2.718
H -0.723 -4.269 3.568
H -1.745 -5.213 1.579
H 0.012 -5.171 1.370
H -2.990 -4.322 -0.305
H -2.402 -2.757 -0.931
H -2.832 -2.918 0.775
H -0.916 -5.545 -0.995
H 0.616 -4.618 -0.818
H -0.662 -3.995 -1.849
Te 0.041 -1.293 -2.854
C -1.171 -2.239 -4.469
C -2.356 -2.939 -4.294
C -2.994 -3.570 -5.349
C -2.444 -3.525 -6.619
C -1.256 -2.840 -6.816
C -0.637 -2.210 -5.752
C -1.412 0.302 -2.820
C -0.956 1.585 -3.082
C -1.811 2.670 -3.032
C -3.146 2.485 -2.715
C -3.613 1.210 -2.449
C -2.752 0.130 -2.499
H -2.800 -2.997 -3.306
H -3.921 -4.102 -5.178
H -2.936 -4.016 -7.448
H -0.811 -2.795 -7.801
H 0.294 -1.678 -5.904
H 0.091 1.725 -3.331
H -1.441 3.662 -3.250
H -3.821 3.329 -2.686
H -4.656 1.061 -2.200
H -3.134 -0.862 -2.289
O 2.046 -2.884 -0.252
S 2.578 -1.808 -1.330
N 1.586 -0.464 -1.126
C -3.780 4.163 2.645
C -2.550 3.307 2.533
C -2.552 2.118 1.815
C -1.419 1.356 1.626
C -1.586 0.094 0.819
C -0.150 1.758 2.169
C 1.038 1.034 2.101
O 1.346 0.044 1.127
C -0.185 2.961 2.965
C 1.059 3.474 3.639
C -1.339 3.693 3.100
H -4.673 3.556 2.804
H -3.936 4.745 1.731
H -3.684 4.862 3.475
H -3.487 1.779 1.378
H -1.206 0.233 -0.200
H -2.646 -0.167 0.740
H -1.061 -0.743 1.291
H 1.940 1.492 2.493
H 1.826 3.708 2.901
H 1.467 2.735 4.333
H 0.835 4.381 4.202
H -1.314 4.622 3.663
C 3.821 1.280 -1.500
C 3.273 1.138 -0.068
C 4.158 0.165 0.717
C 1.815 0.557 -0.166
C 3.295 2.535 0.533
C 2.488 3.550 0.015
C 2.597 4.857 0.454
C 3.538 5.202 1.410
C 4.337 4.210 1.946
C 4.217 2.902 1.514
H 3.834 0.303 -1.976
H 4.832 1.687 -1.490
H 3.190 1.941 -2.089
H 4.005 -0.840 0.327
H 3.887 0.176 1.770
H 5.212 0.423 0.612
H 1.136 1.389 -0.425
H 1.754 3.322 -0.745
H 1.951 5.618 0.038
H 3.645 6.229 1.732
H 5.071 4.457 2.701
H 4.862 2.161 1.960
*
```

=====

So which one wins? Going from most stable to least: run 2, run 1.